The following is a quantum chemistry calculation of a structure of composition C24H36CaNO21, from the OMol25 dataset.

Geometry as XYZ:
```
83
Properties=species:S:1:pos:R:3:forces:R:3
Ca 0.80297 -0.38827 -0.67268 1.05 -1.09 -0.27
N 2.76533 -2.55043 -1.23431 -1.80 -0.81 1.08
O 3.28096 -3.61810 -1.40857 1.65 -0.90 -1.94
O 2.42918 -1.70855 -2.08502 0.40 0.84 -2.10
O 2.34280 -2.32010 -0.10495 -1.00 1.19 3.06
C -3.64502 2.91015 2.69346 0.22 -0.11 0.41
C -3.67440 2.48113 1.24156 -0.58 -0.41 0.39
C -3.22581 3.45697 0.17770 1.12 0.29 0.24
O -2.23957 2.71057 -0.56490 -0.15 1.33 -0.88
C -2.00660 1.53266 -0.04092 0.75 -1.11 0.18
O -1.15142 0.77896 -0.46928 -2.01 1.22 1.13
O -2.81760 1.31949 1.01110 -0.34 -0.05 0.01
H -3.96954 2.12657 3.37814 -0.15 -0.37 -0.38
H -4.38461 3.69804 2.83611 0.24 0.30 -0.05
H -2.66782 3.18838 3.08815 0.09 0.38 -0.39
H -4.73244 2.30963 1.04349 0.08 -1.10 -0.18
H -2.71833 4.29660 0.65263 0.03 0.21 -0.28
H -4.00314 3.80809 -0.50096 0.10 -0.16 0.09
C 3.24818 4.58006 -4.14682 -1.30 1.00 -0.48
C 1.99104 4.75567 -3.21596 2.11 0.15 -0.87
C 0.60982 4.42852 -3.86969 1.95 1.06 -0.07
O 0.30618 3.15256 -3.32520 -0.04 -0.38 0.39
C 1.19992 2.81666 -2.36608 0.48 -2.41 1.55
O 1.18471 1.76754 -1.69263 -0.09 3.52 -2.16
O 2.16062 3.74826 -2.24605 -1.23 -1.18 1.14
H 3.27510 5.46221 -4.78649 -0.24 -0.12 -0.57
H 3.12583 3.67280 -4.73843 0.19 0.04 -0.06
H 4.24427 4.63059 -3.70711 -0.41 -0.42 0.78
H 2.10150 5.72909 -2.73810 -0.53 -0.06 0.14
H 0.82359 4.43324 -4.93852 -0.51 -0.71 -0.14
H -0.14711 5.19420 -3.69975 -0.19 -0.41 0.46
C 6.03929 0.28954 3.73590 0.53 0.38 -0.51
C 4.88834 1.07560 3.04800 1.66 0.59 2.14
C 5.24660 2.24710 2.08784 1.72 -0.03 1.43
O 4.38152 2.07244 1.03132 -2.22 -0.89 -1.89
C 3.77989 0.83763 1.07693 -0.77 -0.39 0.20
O 2.99652 0.34242 0.28191 1.93 1.84 1.69
O 4.15454 0.24970 2.24814 -1.54 -1.76 -2.72
H 5.74382 -0.61920 4.26028 -0.57 0.00 -0.39
H 6.57340 0.84045 4.51007 -0.28 0.59 -0.09
H 6.81410 0.02239 3.01729 -0.12 -0.14 -0.20
H 4.20005 1.32409 3.85584 0.03 0.86 0.09
H 6.25309 2.23835 1.66951 0.33 -0.71 0.21
H 5.22470 3.24562 2.52441 -0.86 -0.05 0.10
C -1.72882 -2.50534 5.31048 0.44 0.44 -0.16
C -0.74295 -1.35557 4.96543 -1.67 -0.88 -0.60
C 0.70098 -1.75991 4.81572 0.16 -0.63 3.23
O 1.08680 -1.60358 3.48269 1.17 -0.56 0.86
C 0.09633 -1.04510 2.86455 -0.08 1.52 -3.77
O 0.15713 -0.68108 1.69052 -0.34 -0.42 2.24
O -0.94503 -0.87835 3.64182 -2.08 0.74 -0.84
H -2.77145 -2.18880 5.33934 0.08 0.24 -0.23
H -1.52474 -2.89482 6.30785 0.26 0.04 0.03
H -1.62509 -3.32743 4.60232 0.05 0.00 -0.06
H -0.97878 -0.50719 5.60788 0.53 -0.06 0.19
H 0.79846 -2.78979 5.15917 0.50 0.01 -0.29
H 1.17646 -1.09055 5.53265 1.18 -0.16 -0.52
C -1.11919 -0.93884 -7.18635 -0.72 -0.76 -0.15
C -1.88761 -0.73741 -5.89400 0.56 -0.40 0.14
C -2.36027 -1.98454 -5.11743 0.49 0.36 -0.66
O -1.82093 -1.79514 -3.77096 -2.73 -1.65 -0.29
C -1.05709 -0.77413 -3.75952 4.74 1.71 2.68
O -0.33185 -0.44759 -2.77626 -2.77 -0.72 -3.55
O -0.93900 -0.24844 -4.97681 1.01 2.02 1.17
H -1.78287 -1.37527 -7.93277 -0.07 0.16 -0.19
H -0.33318 -1.67802 -7.03173 0.18 0.19 0.10
H -0.70599 -0.00625 -7.57058 -0.07 -0.07 0.16
H -2.68969 -0.00677 -5.99861 -0.04 0.05 -0.04
H -1.83789 -2.86624 -5.48870 -0.65 -0.22 -0.08
H -3.44911 -1.96334 -5.16307 0.16 -0.81 0.58
C -2.47168 -5.65712 1.99776 -0.94 -1.00 0.20
C -2.82569 -4.67818 0.91575 -1.50 0.10 1.52
C -3.44007 -3.36649 1.50389 0.59 -1.58 0.41
O -2.63804 -2.37894 0.90649 0.05 1.27 -0.70
C -1.61435 -2.90728 0.19633 1.25 1.13 -0.63
O -0.74127 -2.24672 -0.36320 -2.43 -2.08 1.23
O -1.70033 -4.24660 0.23861 1.70 0.89 -1.27
H -2.07925 -6.58969 1.59227 0.64 0.28 0.04
H -3.40380 -6.01351 2.43623 -0.35 0.18 0.10
H -1.92119 -5.25540 2.84845 0.46 0.07 -0.42
H -3.53799 -5.12463 0.22191 0.19 -0.10 -0.21
H -3.29652 -3.32005 2.58339 0.15 0.03 0.09
H -4.51886 -3.33521 1.35112 0.17 0.68 -0.62
```
Forces are in eV/Å.

The multiplicity is 1. The HOMO-LUMO gap is 7.91 eV. Its charge is +1. Its highest occupied orbital energy is -9.6 eV. The energy above the lowest of the compared OMol25 structures with the same formula, charge and spin comes out at 88.9 kJ/mol.



The following is a quantum chemistry calculation of the molecule CH7N2OPSi, from the OMol25 dataset.

Geometry as XYZ:
```
13
Properties=species:S:1:pos:R:3:forces:R:3
C -0.33147 -0.24944 0.00003 -0.09 0.73 -0.44
N 0.29473 -1.51606 0.02740 -2.59 2.02 -0.18
N -1.62576 -0.11826 -0.06571 1.22 -1.66 1.01
O 0.39844 0.85942 -0.02176 0.12 -0.13 -0.02
Si 1.97286 1.36769 0.10844 0.20 -1.00 -0.20
P -3.35516 0.71473 -0.03646 1.28 1.85 0.66
H 1.26791 -1.62255 0.18612 0.42 -0.27 0.12
H -0.40427 -2.25645 -0.04595 1.23 -0.04 0.09
H -1.90193 -1.01129 0.29592 -0.97 -0.69 -0.31
H 2.84717 0.29464 -0.31624 0.31 -0.80 -0.04
H 2.24501 2.32081 -0.93406 -0.23 0.92 -0.03
H 2.34421 1.60611 1.49970 -0.21 0.49 0.17
H -3.75173 -0.38936 -0.69739 -0.69 -1.43 -0.82
```
Forces are in eV/Å.

The multiplicity is 1. The HOMO-LUMO gap is 6.33 eV. Its highest occupied orbital energy is -6.0 eV. The energy above the lowest of the compared OMol25 structures with the same formula, charge and spin comes out at 228.6 kJ/mol.



The following is a quantum chemistry calculation of a structure of composition C5H9N, from the OMol25 dataset.

Geometry as XYZ:
```
15
Properties=species:S:1:pos:R:3:forces:R:3
C 1.66638 -0.01370 -0.15427 -0.07 0.03 0.21
C 0.14980 -0.08170 -0.12998 -0.59 0.12 1.24
C -0.90025 -0.01172 1.21615 1.82 -0.49 0.73
N -1.81543 0.47008 0.30417 -0.47 1.55 -0.28
C -0.69509 1.14575 -0.43723 -0.46 0.13 -0.62
C -0.48402 -1.24904 -0.70183 0.59 -1.47 -1.28
H 2.01172 0.23625 -1.16516 -0.10 -0.06 0.10
H 2.12040 -0.96519 0.13923 -0.09 0.12 -0.05
H 2.03664 0.76583 0.51907 -0.05 -0.08 -0.08
H -1.16078 -0.90172 1.80286 0.06 0.14 -0.16
H -0.33923 0.71940 1.82136 -0.45 0.07 0.09
H -0.38252 2.08847 0.05003 -0.05 -0.34 -0.02
H -0.88317 1.33134 -1.49730 -0.09 0.05 0.11
H 0.03206 -1.81296 -1.48626 -0.12 0.13 0.12
H -1.35650 -1.72110 -0.28086 0.07 0.09 -0.12
```
Forces are in eV/Å.

The multiplicity is 1. The HOMO-LUMO gap (alpha / beta) is 9.05 / 8.05 eV. Its highest occupied orbital energy (alpha / beta) is -8.8 / -8.0 eV. The energy above the lowest of the compared OMol25 structures with the same formula, charge and spin comes out at 494.2 kJ/mol.



The following is a quantum chemistry calculation of the molecule C3H5F2N, from the OMol25 dataset.

Geometry as XYZ:
```
11
Properties=species:S:1:pos:R:3:forces:R:3
C -0.51627 1.19058 -0.56609 -3.91 -2.36 -0.31
C 0.34888 -0.07011 -0.69779 0.39 2.06 0.43
C 0.39522 -0.90971 0.47950 -0.29 -0.08 4.00
F 1.23826 -1.90299 0.38233 0.64 -1.09 -0.08
N -0.23223 -0.63245 1.56978 -0.31 0.78 -0.70
F -0.04674 -1.41154 2.72890 0.54 -0.21 -1.58
H -0.07417 1.99606 -0.08563 0.98 1.35 0.94
H -1.45285 0.83011 0.10529 2.10 1.14 -1.48
H -0.99689 1.54122 -1.53539 0.99 -0.57 1.03
H 1.39622 0.07472 -0.98624 -0.16 0.30 -0.04
H -0.05942 -0.70588 -1.39466 -0.96 -1.34 -2.20
```
Forces are in eV/Å.

The multiplicity is 1. The HOMO-LUMO gap is 11.88 eV. Its highest occupied orbital energy is -11.0 eV. The energy above the lowest of the compared OMol25 structures with the same formula, charge and spin comes out at 189.6 kJ/mol. As for the structure (SMILES): CC/C(F)=N/F.



The following is a quantum chemistry calculation of a structure of composition C18H28Cl6O12, from the OMol25 dataset.

Geometry as XYZ:
```
64
Properties=species:S:1:pos:R:3:forces:R:3
C 2.65853 -1.71212 -1.29677 -1.66 -2.35 0.15
C 2.51884 -1.16818 0.11475 4.98 -3.66 -7.00
O 3.87615 -1.25233 0.51277 -0.73 -2.64 3.82
C 4.65732 -1.74413 -0.42587 4.02 -3.51 0.02
O 5.87355 -2.01677 -0.41050 -3.18 1.30 0.99
O 3.94532 -2.09265 -1.45293 1.79 -0.95 -1.95
H 2.35941 -1.03951 -2.10065 1.04 -2.25 0.00
H 2.07990 -2.63341 -1.22966 -0.65 -0.18 -1.02
H 1.83620 -1.67769 0.79482 3.24 -1.60 -3.50
H 2.26237 -0.10936 0.07963 2.63 -1.43 -3.16
C 1.46314 -2.87874 3.56731 1.86 0.02 0.11
C 0.05484 -3.39916 3.69093 2.34 -0.19 1.21
O -0.60522 -2.89729 2.58630 6.20 -0.86 2.58
C 0.25858 -2.21041 1.74072 3.40 -2.07 1.59
O 0.06404 -1.62832 0.70566 3.57 -16.23 3.84
O 1.57710 -2.38534 2.20963 -2.92 -2.55 1.94
H 2.11801 -3.72687 3.76711 0.40 0.10 -0.70
H 1.84842 -2.12274 4.25150 -0.72 0.44 -0.05
H -0.32829 -2.99596 4.62834 -0.71 -0.71 -0.14
H 0.20283 -4.46911 3.54463 -1.08 -0.11 0.64
C -1.97363 -2.11446 1.30911 -7.25 -0.55 -3.67
C -3.33700 -2.27045 0.69350 -0.06 -2.00 1.65
O -3.53915 -1.12255 -0.06147 2.44 -2.74 4.99
C -2.68559 -0.13362 0.48194 -0.17 1.55 0.50
O -2.64597 1.05570 0.22309 -0.76 -2.47 1.42
O -1.86451 -0.68057 1.34894 -3.68 -2.71 2.15
H -1.33868 -2.61104 0.57540 -1.07 0.46 -0.02
H -1.74979 -2.68933 2.20774 -4.17 1.87 -1.18
H -4.14570 -2.36395 1.41832 -0.16 -0.05 -0.01
H -3.24588 -3.17341 0.08979 -0.77 0.22 -0.39
C -3.85791 1.49184 -2.13004 -0.81 -1.58 1.11
C -3.65466 0.01430 -1.73403 -2.71 3.80 -4.66
O -2.26398 -0.15503 -1.88720 1.25 -1.61 0.05
C -1.68953 0.84600 -2.55170 -0.22 -1.72 -3.05
O -0.56683 0.82266 -3.02755 -3.94 0.24 -1.04
O -2.60286 1.82561 -2.66334 -1.07 -0.19 -2.89
H -4.10165 1.96403 -1.17834 0.63 0.94 -0.34
H -4.73774 1.61558 -2.76147 0.61 0.28 -0.73
H -4.11858 -0.58664 -2.51618 -0.13 -0.54 0.31
H -4.09169 -0.13726 -0.74704 -1.18 2.09 -3.60
Cl 1.46232 -0.14880 1.40935 -6.81 12.55 13.05
C -0.05188 0.16261 0.43701 1.41 9.74 -3.32
C 0.22578 1.20442 -0.74089 1.17 -1.76 3.27
Cl 1.53616 0.39357 -1.73875 -3.42 5.11 -0.46
H -0.80091 0.44297 1.17758 2.55 1.93 -0.60
H -0.43559 -0.81035 0.13006 -1.47 5.50 -3.77
H 0.59205 2.12995 -0.29667 0.14 -0.17 -0.23
H -0.67118 1.43733 -1.31474 2.57 -1.48 1.96
Cl -0.98417 5.67336 -2.79061 0.02 0.03 0.59
C -1.94468 4.19841 -2.37847 0.65 0.06 -0.18
C -1.23373 3.25253 -1.36130 -0.41 1.53 -0.66
Cl -1.20259 3.83034 0.32582 0.22 0.32 -0.48
H -2.00918 3.75727 -3.37311 0.06 -0.27 0.54
H -2.94641 4.53559 -2.11209 0.18 -0.10 0.38
H -0.26664 2.92455 -1.74247 0.28 1.88 -0.06
H -1.64722 2.24478 -1.32188 -0.96 2.93 1.36
Cl 4.86169 0.54427 -0.43658 1.92 4.11 -1.46
C 4.45294 2.17321 0.07932 -0.50 0.41 0.81
C 3.03050 2.16795 0.68453 0.65 0.59 -0.38
Cl 2.53472 3.75623 1.29719 0.10 0.86 0.00
H 4.66428 2.81040 -0.77939 -0.53 0.34 0.36
H 5.11173 2.39765 0.91821 0.25 0.22 -0.32
H 2.96199 1.57059 1.59369 0.47 -0.07 -0.70
H 2.25031 1.91384 -0.03297 0.84 -0.11 0.32
```
Forces are in eV/Å.

The multiplicity is 1. The HOMO-LUMO gap is 6.74 eV. Its highest occupied orbital energy is -7.1 eV. The energy above the lowest of the compared OMol25 structures with the same formula, charge and spin comes out at 3199.6 kJ/mol.



The following is a quantum chemistry calculation of a structure of composition C4H5FO3, from the OMol25 dataset.

Geometry as XYZ:
```
13
Properties=species:S:1:pos:R:3:forces:R:3
C -1.28591 -0.56457 0.42494 0.07 0.98 -0.18
C -0.03439 0.28415 0.32598 -0.34 -1.83 -1.09
C 2.23956 -0.41899 -0.02488 1.27 2.91 -1.58
C 0.00705 1.53430 -0.08136 0.47 2.06 -0.18
H -2.46964 -1.61133 -1.01036 5.98 0.65 1.27
H -2.13106 0.15926 0.46914 0.28 -0.80 -0.26
H -1.29501 -1.21166 1.29553 0.11 0.25 0.47
H 2.88515 -1.28922 -0.01183 -0.07 -0.42 0.24
H 0.80692 2.22090 -0.31667 0.59 -0.90 0.06
O -1.22506 -1.44142 -0.71726 -6.69 -0.25 -1.32
O 0.99740 -0.65012 0.19589 -1.72 -1.51 1.75
O 2.60655 0.69045 -0.35038 0.84 -0.54 0.39
F -1.10157 2.29825 -0.19874 -0.80 -0.61 0.42
```
Forces are in eV/Å.

The multiplicity is 1. The HOMO-LUMO gap is 10.00 eV. Its highest occupied orbital energy is -9.8 eV. The energy above the lowest of the compared OMol25 structures with the same formula, charge and spin comes out at 251.5 kJ/mol.